268
Properties=species:S:1:pos:R:3 method="wB97M-V/def2-TZVPD" homo_lumo_gap_ev=9.562 homo_energy_ev=-9.09 smiles="O=S1(=O)CCCC1.COCCOCCOC.COCCOCCOC.COCCOCCOC.COCCOCCOC.COCCOCCOC.COCCOCCOC.COCCOCCOC.COCCOCCOC.COCCOCCOC.COCCOCCOC.COCCOCCOC"
O 6.425 -1.032 -1.566
S 6.226 -0.550 -0.175
O 6.018 0.861 0.086
C 4.960 -1.504 0.595
C 5.662 -2.706 1.301
C 7.170 -2.720 0.911
C 7.602 -1.216 0.778
H 4.315 -1.851 -0.223
H 4.445 -0.802 1.308
H 5.634 -2.755 2.349
H 5.221 -3.617 0.898
H 7.347 -3.141 -0.097
H 7.811 -3.252 1.592
H 8.458 -1.091 0.102
H 7.668 -0.786 1.740
C 2.123 -3.667 -7.045
O 2.698 -4.161 -5.834
C 2.059 -5.278 -5.264
C 2.960 -6.033 -4.328
O 3.399 -5.477 -3.065
C 2.410 -4.835 -2.254
C 3.120 -4.448 -0.965
O 3.630 -5.612 -0.375
C 4.998 -5.844 -0.619
H 2.236 -4.403 -7.860
H 2.755 -2.871 -7.350
H 1.034 -3.364 -7.018
H 1.862 -6.092 -5.952
H 1.060 -5.027 -4.836
H 3.875 -6.205 -4.946
H 2.561 -7.014 -4.127
H 1.574 -5.509 -1.981
H 1.927 -3.908 -2.608
H 2.326 -4.032 -0.382
H 3.813 -3.626 -1.214
H 5.127 -6.394 -1.606
H 5.397 -6.447 0.244
H 5.481 -4.915 -0.832
C 2.924 5.361 -4.955
O 1.942 5.483 -3.972
C 2.509 5.257 -2.678
C 1.391 5.112 -1.597
O 2.064 4.586 -0.458
C 1.114 4.076 0.491
C 1.797 3.450 1.634
O 2.219 4.496 2.546
C 3.196 4.024 3.406
H 2.456 5.128 -5.919
H 3.728 4.590 -4.765
H 3.395 6.387 -5.124
H 3.176 6.054 -2.374
H 3.164 4.362 -2.653
H 0.690 4.318 -2.054
H 0.779 5.990 -1.449
H 0.478 3.343 -0.037
H 0.528 4.939 0.837
H 2.668 2.842 1.307
H 1.152 2.741 2.175
H 4.052 3.606 2.880
H 2.827 3.283 4.141
H 3.642 4.896 3.953
C -1.906 0.207 -0.810
O -2.309 1.590 -0.498
C -3.704 1.676 -0.166
C -4.079 3.133 0.059
O -3.788 3.673 1.361
C -2.483 4.201 1.485
C -2.419 4.889 2.830
O -2.871 6.195 2.798
C -4.298 6.356 2.848
H -2.544 -0.175 -1.631
H -2.013 -0.477 0.031
H -0.882 0.183 -1.142
H -3.849 1.094 0.778
H -4.319 1.318 -0.957
H -5.197 3.233 0.011
H -3.619 3.717 -0.762
H -2.254 4.923 0.734
H -1.693 3.405 1.446
H -1.354 4.976 3.183
H -2.905 4.319 3.596
H -4.465 7.415 2.658
H -4.790 6.042 3.780
H -4.727 5.876 1.970
C -6.857 0.413 1.442
O -6.343 -0.315 0.342
C -7.340 -1.108 -0.236
C -6.740 -1.871 -1.390
O -6.361 -0.911 -2.387
C -5.339 -1.359 -3.260
C -4.873 -0.235 -4.118
O -3.875 0.542 -3.411
C -3.823 1.871 -3.823
H -7.875 0.781 1.265
H -6.136 1.221 1.683
H -6.970 -0.243 2.282
H -8.244 -0.521 -0.470
H -7.704 -1.884 0.457
H -7.489 -2.576 -1.868
H -5.884 -2.509 -1.121
H -5.739 -2.217 -3.822
H -4.371 -1.725 -2.733
H -5.695 0.423 -4.423
H -4.311 -0.621 -4.977
H -3.591 1.869 -4.884
H -2.987 2.373 -3.349
H -4.704 2.488 -3.493
C -2.300 4.690 -5.571
O -2.963 5.235 -4.467
C -2.021 5.397 -3.392
C -2.533 6.300 -2.265
O -1.603 6.301 -1.161
C -1.793 7.407 -0.272
C -0.720 7.486 0.760
O 0.470 7.975 0.107
C 1.707 7.772 0.837
H -2.989 4.557 -6.382
H -1.883 3.695 -5.292
H -1.581 5.337 -6.056
H -1.064 5.894 -3.742
H -1.636 4.405 -3.018
H -3.385 5.888 -1.836
H -2.671 7.364 -2.570
H -2.701 7.207 0.318
H -1.906 8.329 -0.822
H -0.488 6.571 1.316
H -0.976 8.181 1.546
H 1.838 6.767 1.219
H 1.765 8.468 1.722
H 2.558 7.915 0.168
C 4.968 -1.248 -4.951
O 4.508 0.026 -5.311
C 3.585 0.058 -6.323
C 3.109 1.419 -6.711
O 1.709 1.286 -6.926
C 1.045 2.505 -7.165
C -0.268 2.195 -7.791
O -1.111 1.666 -6.751
C -1.538 0.316 -6.906
H 5.633 -1.114 -4.129
H 5.553 -1.602 -5.848
H 4.130 -1.941 -4.720
H 2.661 -0.505 -6.003
H 4.093 -0.458 -7.200
H 3.599 1.747 -7.669
H 3.470 2.162 -5.945
H 1.625 3.147 -7.846
H 0.949 3.084 -6.212
H -0.066 1.457 -8.597
H -0.725 3.155 -8.198
H -1.653 -0.175 -5.933
H -0.840 -0.280 -7.530
H -2.529 0.235 -7.333
C -3.951 -3.896 0.888
O -2.933 -2.978 0.517
C -1.751 -3.487 0.045
C -1.876 -4.190 -1.289
O -2.265 -3.240 -2.268
C -2.488 -3.816 -3.558
C -2.407 -2.881 -4.689
O -1.122 -2.558 -5.142
C -0.481 -1.805 -4.163
H -4.519 -4.170 0.026
H -4.573 -3.363 1.638
H -3.478 -4.792 1.330
H -1.363 -4.262 0.767
H -1.030 -2.688 -0.124
H -2.524 -5.097 -1.209
H -0.905 -4.533 -1.680
H -3.423 -4.413 -3.533
H -1.761 -4.629 -3.807
H -2.935 -1.961 -4.435
H -2.815 -3.347 -5.620
H 0.288 -1.122 -4.559
H -0.009 -2.517 -3.428
H -1.145 -1.219 -3.552
C 0.694 0.492 10.193
O 1.116 0.319 8.875
C 0.340 -0.619 8.189
C 1.031 -1.126 6.929
O 1.231 -0.113 5.932
C 1.984 1.023 6.131
C 3.475 0.898 5.900
O 3.879 0.385 4.593
C 5.271 0.300 4.454
H 0.916 -0.430 10.721
H -0.368 0.659 10.175
H 1.233 1.373 10.544
H -0.682 -0.257 8.003
H 0.108 -1.466 8.860
H 0.417 -1.820 6.322
H 1.953 -1.688 7.230
H 1.809 1.481 7.123
H 1.572 1.799 5.499
H 3.955 0.240 6.551
H 3.926 1.886 6.028
H 5.515 -0.423 3.705
H 5.808 -0.040 5.324
H 5.651 1.242 4.115
C -8.624 -3.287 6.509
O -7.209 -3.121 6.476
C -6.597 -3.926 5.479
C -5.154 -3.673 5.102
O -5.062 -2.428 4.439
C -3.717 -2.007 4.195
C -3.681 -0.731 3.416
O -2.927 0.180 4.217
C -2.743 1.423 3.638
H -8.877 -4.315 6.582
H -9.065 -2.979 5.519
H -8.997 -2.684 7.330
H -7.255 -3.882 4.570
H -6.535 -5.015 5.761
H -4.810 -4.514 4.523
H -4.559 -3.578 6.050
H -3.176 -2.791 3.677
H -3.298 -1.774 5.211
H -4.736 -0.409 3.329
H -3.164 -0.833 2.496
H -2.239 1.327 2.704
H -2.091 1.987 4.279
H -3.719 1.866 3.360
C -1.131 -4.678 3.949
O 0.204 -4.915 3.707
C 0.887 -3.782 3.277
C 2.278 -4.103 2.952
O 3.096 -4.467 4.092
C 3.315 -3.300 4.905
C 4.633 -3.428 5.495
O 5.676 -3.416 4.552
C 6.485 -4.570 4.602
H -1.378 -3.858 4.613
H -1.531 -5.585 4.397
H -1.695 -4.462 3.027
H 0.839 -2.945 3.990
H 0.450 -3.368 2.327
H 2.704 -3.220 2.488
H 2.499 -4.970 2.302
H 2.519 -3.175 5.591
H 3.250 -2.402 4.315
H 4.689 -4.308 6.083
H 4.942 -2.654 6.251
H 7.225 -4.511 3.836
H 5.869 -5.422 4.401
H 7.085 -4.732 5.503
C 0.420 0.030 2.534
O 0.706 -0.751 1.426
C 1.446 -0.067 0.425
C 1.562 -1.015 -0.848
O 2.833 -0.852 -1.522
C 2.991 0.416 -2.017
C 1.933 0.821 -3.013
O 0.635 1.171 -2.569
C -0.222 1.753 -3.606
H -0.078 0.975 2.274
H 1.312 0.250 3.173
H -0.143 -0.540 3.283
H 2.374 0.269 0.842
H 0.972 0.864 0.051
H 0.786 -0.813 -1.556
H 1.554 -2.042 -0.502
H 3.946 0.383 -2.613
H 3.112 1.146 -1.226
H 1.875 -0.061 -3.715
H 2.387 1.673 -3.512
H 0.202 2.774 -3.721
H -1.230 1.680 -3.304
H -0.004 1.280 -4.531